Record 1
2 unconnected molecules or ions with the total composition C7H15N2O2S at a distorted geometry, computed with ωB97M-V/def2-TZVPD.

Summary:
E: -933.48078 Eh
Gap between HOMO and LUMO (alpha / beta): 6.4 / 6.2 eV
Relative energy (zero: lowest compared OMol25 entry of this formula, charge and spin): 127.4 kcal/mol
Spin multiplicity: 1
Net charge: +1

CARTESIAN COORDINATES (ANGSTROEM)
C: -0.13 -2.45 0.46
C: 1.19 -2.42 0.81
C: -0.78 -0.13 0.95
C: -1.53 1.93 -2.45
C: 2.05 -1.20 1.02
C: -1.67 1.01 0.74
C: -0.73 3.17 -2.26
N: -0.92 -1.21 0.30
N: -0.81 -3.57 0.13
O: 0.39 0.59 -1.24
O: -1.20 -0.76 -2.46
S: -0.52 0.52 -2.37
H: 1.70 -3.30 1.25
H: -0.09 -0.14 1.81
H: -2.34 2.13 -3.22
H: 1.87 -0.61 1.79
H: 1.87 -0.55 0.11
H: 3.11 -1.53 0.87
H: -2.34 0.78 -0.22
H: -1.20 1.99 0.66
H: -2.34 1.03 1.56
H: -1.49 4.13 -2.21
H: -0.20 3.25 -3.16
H: -0.05 3.10 -1.50
H: -1.39 -1.16 -0.62
H: -0.15 -4.33 0.06
H: -1.78 -3.50 0.39


Record 2
A molecular structure, C35H30F8N2O4P2S2Sn at a distorted geometry, computed with ωB97M-V/def2-TZVPD.

Summary:
E: -4253.84240 Eh
Gap between HOMO and LUMO: 7.2 eV
Relative energy (zero: lowest compared OMol25 entry of this formula, charge and spin): 28.8 kcal/mol
Spin multiplicity: 1
Net charge: +2

CARTESIAN COORDINATES (ANGSTROEM)
Sn: 1.48 -0.19 -1.66
C: -1.80 1.35 -1.09
N: -1.33 2.38 -0.16
C: -0.12 3.08 -0.47
P: 1.42 2.07 -0.30
C: 1.70 1.67 1.46
C: 0.67 2.11 2.30
C: 0.72 1.84 3.68
C: 1.86 1.21 4.23
C: 2.91 0.88 3.35
C: 2.86 1.08 1.98
C: 2.86 2.95 -0.97
C: 2.93 3.05 -2.34
C: 4.08 3.59 -3.00
C: 5.13 3.99 -2.17
C: 5.09 3.81 -0.78
C: 3.97 3.29 -0.18
C: -2.34 3.29 0.14
C: -3.16 3.84 -0.85
C: -4.25 4.66 -0.51
C: -4.54 4.93 0.80
C: -3.64 4.48 1.77
C: -2.60 3.69 1.47
P: -1.17 -0.27 -0.67
C: -2.00 -1.47 -1.60
C: -1.90 -1.46 -3.00
C: -2.38 -2.46 -3.79
C: -3.21 -3.47 -3.18
C: -3.35 -3.44 -1.78
C: -2.70 -2.51 -0.99
C: -1.73 -0.54 1.05
C: -1.17 -1.55 1.80
C: -1.84 -1.97 2.97
C: -2.98 -1.25 3.44
C: -3.45 -0.21 2.71
C: -2.86 0.14 1.53
H: -1.49 1.59 -2.10
H: -2.88 1.34 -1.00
H: -0.03 3.91 0.23
H: 0.03 3.45 -1.49
H: -0.22 2.60 1.94
H: -0.11 2.03 4.35
H: 2.02 0.98 5.28
H: 3.82 0.39 3.75
H: 3.73 0.86 1.43
H: 2.04 2.86 -2.99
H: 4.08 3.79 -4.06
H: 6.17 4.27 -2.59
H: 5.98 4.08 -0.25
H: 3.98 3.08 0.91
H: -2.89 3.64 -1.87
H: -4.86 5.02 -1.30
H: -5.30 5.68 1.00
H: -3.84 4.79 2.78
H: -1.95 3.34 2.30
H: -1.42 -0.60 -3.38
H: -2.17 -2.59 -4.81
H: -3.65 -4.17 -3.88
H: -3.95 -4.13 -1.23
H: -2.80 -2.68 0.09
H: -0.20 -1.91 1.62
H: -1.46 -2.85 3.48
H: -3.50 -1.62 4.31
H: -4.30 0.37 2.98
H: -3.37 0.98 1.00
F: 4.25 -2.31 2.32
C: 4.18 -2.66 1.03
F: 4.78 -3.82 0.91
F: 4.69 -1.79 0.15
S: 2.36 -2.90 0.65
O: 2.05 -1.58 0.00
O: 1.64 -3.24 1.82
N: 2.47 -4.10 -0.40
S: 1.38 -4.39 -1.45
O: 0.51 -5.64 -1.23
O: 0.64 -3.23 -1.93
C: 2.30 -5.00 -2.84
F: 3.21 -5.97 -2.59
F: 2.94 -3.89 -3.22
F: 1.37 -5.31 -3.76
F: -0.51 -6.06 0.86
C: -0.69 -6.17 -0.45
F: -0.71 -7.40 -0.73
H: -1.45 -5.61 -0.78


Record 3
A gas-phase ion, C9H16N3O (charge +1) at a distorted geometry, computed with ωB97M-V/def2-TZVPD.

Summary:
E: -591.72331 Eh
Gap between HOMO and LUMO: 9.3 eV
Relative energy (zero: lowest compared OMol25 entry of this formula, charge and spin): 83.0 kcal/mol
Spin multiplicity: 1
Net charge: +1
SMILES string: C=C1CNC(=O)[C@@]12N(C)CC[N@H+]2C

CARTESIAN COORDINATES (ANGSTROEM)
C: -1.36 0.76 1.58
C: -0.06 0.42 1.51
C: 0.95 0.68 2.62
N: 2.28 0.27 2.04
C: 2.18 -0.17 0.75
O: 3.14 -0.38 0.10
C: 0.71 -0.24 0.36
N: 0.23 -1.48 -0.08
C: -0.98 -2.12 0.31
C: 0.61 -1.67 -1.46
C: 0.24 -0.32 -2.20
N: 0.56 0.68 -1.18
C: -0.24 2.00 -1.04
H: -2.01 0.72 0.71
H: -1.95 1.13 2.43
H: 0.87 1.76 2.89
H: 0.81 0.26 3.57
H: 3.02 -0.02 2.59
H: -1.04 -2.11 1.36
H: -1.78 -1.68 -0.13
H: -0.84 -3.09 0.03
H: 0.18 -2.61 -1.82
H: 1.75 -1.80 -1.41
H: 0.80 -0.14 -3.25
H: -0.78 -0.22 -2.57
H: 1.55 0.99 -1.24
H: -1.18 1.92 -0.47
H: 0.51 2.54 -0.45
H: -0.29 2.38 -2.08


Record 4
2 unconnected molecules or ions with the total composition C5H13NS at a distorted geometry, computed with ωB97M-V/def2-TZVPD.

Summary:
E: -651.16429 Eh
Gap between HOMO and LUMO: 9.2 eV
Relative energy (zero: lowest compared OMol25 entry of this formula, charge and spin): 50.0 kcal/mol
Spin multiplicity: 1
Net charge: 0
SMILES string: C=C(C)C.CSN

CARTESIAN COORDINATES (ANGSTROEM)
C: 1.35 0.32 2.98
C: 0.78 -0.60 2.21
C: 1.58 -1.45 1.25
C: -0.69 -0.72 2.04
H: 2.40 0.39 2.96
H: 0.86 0.98 3.76
H: 1.45 -2.53 1.14
H: 1.49 -0.81 0.29
H: 2.68 -1.36 1.40
H: -1.06 -1.68 2.03
H: -1.17 -0.12 2.75
H: -0.78 -0.47 0.93
C: -0.88 2.16 -2.78
S: -0.24 0.49 -2.46
N: -1.50 -0.32 -3.33
H: -1.92 2.12 -3.11
H: -0.33 2.53 -3.62
H: -0.74 2.67 -1.88
H: -2.33 -0.54 -2.76
H: -0.96 -1.06 -3.80


Record 5
C5H10N6O4 in the gas phase at a distorted geometry, computed with ωB97M-V/def2-TZVPD.

Summary:
E: -825.55296 Eh
Gap between HOMO and LUMO (alpha / beta): 6.8 / 7.4 eV
Relative energy (zero: lowest compared OMol25 entry of this formula, charge and spin): 130.6 kcal/mol
Spin multiplicity: 1
Net charge: 0

CARTESIAN COORDINATES (ANGSTROEM)
C: 1.12 -0.04 1.47
C: 2.02 -0.43 0.25
C: 0.34 1.26 1.15
C: 0.52 0.72 -1.33
C: 1.30 -0.67 -1.07
N: 0.40 -1.64 -0.92
N: -0.28 1.13 -0.25
N: -1.83 -0.75 -0.64
N: -1.49 0.48 -0.24
N: -1.73 -1.72 0.30
N: -2.53 1.41 -0.09
O: -2.01 -2.80 -0.11
O: -2.17 2.54 0.09
O: -1.52 -1.36 1.41
O: -3.63 0.97 -0.19
H: 0.49 -0.78 1.79
H: 1.91 0.04 2.21
H: 2.90 0.31 0.24
H: 2.38 -1.43 0.41
H: -0.44 1.30 1.85
H: 1.09 2.03 1.24
H: 1.40 1.30 -1.49
H: 0.04 0.51 -2.26
H: 1.81 -0.61 -2.03
H: -0.11 -1.77 -1.79


Record 6
A molecular structure, C30H38BrCl2HgN3O3S2, computed with ωB97M-V/def2-TZVPD.

Summary:
E: -5999.90896 Eh
Gap between HOMO and LUMO (alpha / beta): 6.7 / 7.4 eV
Relative energy (zero: lowest compared OMol25 entry of this formula, charge and spin): 16.0 kcal/mol
Spin multiplicity: 2
Net charge: +1

CARTESIAN COORDINATES (ANGSTROEM)
Hg: -1.06 1.70 -0.38
C: -0.65 3.27 -3.92
O: -1.52 2.66 -2.98
C: -2.86 2.55 -3.40
C: -3.77 2.83 -2.22
O: -3.62 1.92 -1.15
C: -4.33 0.70 -1.30
C: -4.08 -0.14 -0.07
O: -2.71 -0.45 -0.01
C: -2.39 -1.32 1.07
H: -0.73 2.78 -4.90
H: 0.36 3.14 -3.55
H: -0.88 4.34 -4.03
H: -3.03 1.55 -3.82
H: -3.08 3.29 -4.18
H: -4.81 2.85 -2.56
H: -3.51 3.81 -1.81
H: -3.98 0.16 -2.19
H: -5.40 0.90 -1.39
H: -4.69 -1.05 -0.14
H: -4.39 0.41 0.83
H: -2.93 -2.27 0.98
H: -2.64 -0.86 2.03
H: -1.32 -1.50 1.02
S: 0.54 0.96 1.38
C: 1.07 -0.53 0.66
N: 1.63 -1.44 1.51
C: 1.97 -2.76 1.00
C: 2.54 -2.61 -0.39
N: 1.56 -1.95 -1.22
C: 1.31 -2.54 -2.53
C: 0.77 -3.94 -2.40
C: -0.52 -4.14 -1.94
C: -1.03 -5.42 -1.80
C: -0.24 -6.52 -2.11
C: 1.06 -6.33 -2.57
C: 1.56 -5.05 -2.72
C: 0.91 -0.86 -0.72
S: 0.00 0.07 -1.87
C: 2.15 -1.12 2.83
C: 3.64 -0.83 2.80
C: 4.13 0.21 2.00
C: 5.49 0.46 1.96
C: 6.37 -0.30 2.71
C: 5.89 -1.33 3.50
C: 4.52 -1.59 3.54
H: 1.07 -3.38 0.95
H: 2.68 -3.23 1.68
H: 2.76 -3.59 -0.80
H: 3.47 -2.03 -0.34
H: 2.25 -2.54 -3.10
H: 0.60 -1.91 -3.06
H: -1.14 -3.28 -1.70
H: -2.04 -5.57 -1.44
H: -0.64 -7.52 -2.01
H: 1.67 -7.18 -2.82
H: 2.57 -4.90 -3.09
H: 1.96 -1.97 3.48
H: 1.60 -0.27 3.23
H: 3.45 0.81 1.42
H: 5.87 1.27 1.34
H: 7.43 -0.10 2.68
H: 6.57 -1.93 4.09
H: 4.15 -2.40 4.16
Cl: 1.81 3.75 -1.12
C: 0.91 5.23 -0.76
Cl: -0.84 4.94 -0.75
H: 1.13 5.95 -1.54
H: 1.21 5.59 0.21
Br: -0.06 5.00 4.68
C: -1.41 4.19 3.63
C: -2.72 4.12 4.08
C: -3.65 3.49 3.27
C: -3.24 2.97 2.05
N: -1.98 3.05 1.63
C: -1.08 3.64 2.40
H: -3.00 4.54 5.03
H: -4.68 3.41 3.57
H: -3.93 2.48 1.38
H: -0.05 3.67 2.04